[1]
ORCA calculation (ωB97M-V with the def2-TZVPD basis set) on a cluster of 3 separate species, C20H42N3O2S2 in total at a distorted geometry.

```
69
Properties=species:S:1:pos:R:3:forces:R:3:lowdin_charge:R:1
C 0.12411 -4.17249 -1.62974 -0.3 -0.1 0.2 -0.102
C -0.74721 -3.47098 -0.55851 0.1 -0.8 -0.4 -0.294
N -0.28702 -2.11985 -0.19727 -0.5 0.5 -1.0 -0.212
C -1.09132 -1.61032 0.96118 -0.4 0.5 0.5 -0.207
C -1.96907 -0.36302 0.67159 -0.3 -0.5 0.8 -0.094
C -0.31267 -1.23221 -1.31014 0.0 -0.4 -0.7 -1.027
S -1.30829 -1.34381 -2.62006 1.1 0.1 0.9 0.750
S 0.89471 0.15390 -1.21722 -0.4 0.2 0.1 0.835
C 2.18248 -0.16856 -2.48262 0.5 -1.1 0.1 -0.443
C 3.45904 -0.74731 -1.74826 -0.1 1.1 -0.4 -0.250
C 4.53784 0.38044 -1.73011 0.0 -1.0 -0.1 -0.154
C 5.69952 0.16225 -0.71580 0.2 1.2 -1.3 -0.235
C 6.22987 1.56454 -0.26160 0.6 0.1 0.3 -0.148
N 6.55127 1.65287 1.18484 -1.0 -0.3 -0.4 -0.050
C 5.46402 1.16028 2.07019 0.0 -0.7 0.6 -0.176
C 4.48945 0.15301 1.38943 -0.1 1.2 1.1 -0.095
N 5.32756 -0.66353 0.47008 0.3 0.3 0.6 0.081
H -0.01731 -3.76770 -2.64308 0.1 -0.1 0.4 0.037
H 1.19776 -4.14507 -1.37181 -0.4 0.1 0.0 0.073
H -0.18491 -5.23156 -1.66465 0.2 0.4 0.0 0.080
H -0.70208 -4.09662 0.34989 0.1 0.5 -0.2 0.121
H -1.81024 -3.45579 -0.87624 0.4 0.0 0.0 0.106
H -0.46066 -1.44617 1.85306 -0.1 0.1 -0.5 0.115
H -1.78366 -2.42848 1.23200 0.3 0.4 -0.1 0.114
H -2.72889 -0.57745 -0.09718 0.5 0.2 0.1 0.067
H -2.54167 -0.16989 1.59897 0.4 0.0 -0.3 0.072
H -1.39779 0.55147 0.45147 -0.2 -0.4 -0.1 0.060
H 1.85987 -0.86697 -3.27242 -0.3 0.3 0.5 0.083
H 2.44047 0.77224 -2.99781 -0.3 -0.3 0.4 0.078
H 3.14430 -0.96397 -0.71311 0.1 -0.2 -0.5 0.059
H 3.84272 -1.65125 -2.24866 -0.2 0.2 0.2 0.119
H 4.05236 1.35891 -1.58716 0.2 -0.4 0.3 0.111
H 5.00549 0.42589 -2.73122 -0.2 0.1 0.4 0.138
H 6.53353 -0.35004 -1.21891 -0.4 -0.1 0.3 0.159
H 5.56368 2.39956 -0.54150 -0.1 -0.6 -0.2 0.124
H 7.17985 1.72011 -0.80415 -0.5 0.1 0.2 0.132
H 6.60227 2.64739 1.37156 0.6 -0.1 0.1 0.113
H 4.88421 1.96649 2.54988 0.1 -0.3 -0.4 0.130
H 5.95452 0.60815 2.89917 -0.2 0.3 -0.3 0.121
H 4.01439 -0.46282 2.16837 0.2 0.1 -0.5 0.145
H 3.70155 0.70422 0.85737 0.3 -0.6 -0.3 0.130
H 6.19810 -0.84421 0.98174 0.0 -0.1 -0.1 0.186
H 4.93989 -1.57945 0.24116 -0.3 0.2 -0.3 0.179
C -2.61372 1.94070 6.10714 0.2 0.1 0.2 -0.173
C -3.21016 2.75166 4.96974 -0.3 0.0 -0.1 -0.172
C -2.40560 2.26064 3.77882 0.2 0.0 -0.1 -0.210
O -2.05123 0.89864 4.05498 0.0 0.1 0.1 -0.164
C -2.33776 0.60918 5.43084 -0.1 -0.2 -0.1 -0.203
H -3.26910 1.84860 6.97231 0.0 0.0 0.0 0.116
H -1.67539 2.39571 6.43650 0.0 0.0 0.0 0.115
H -4.26444 2.49250 4.84186 0.0 0.0 0.0 0.118
H -3.14013 3.82925 5.11350 0.0 0.0 0.0 0.115
H -1.47973 2.83442 3.65995 0.0 0.1 0.0 0.116
H -2.96598 2.30896 2.84342 0.0 -0.1 0.0 0.114
H -3.21715 -0.04251 5.46381 0.0 0.0 0.1 0.119
H -1.49498 0.07708 5.87477 0.0 0.0 -0.1 0.115
C -6.34988 -0.12242 -3.85625 -0.1 -0.2 -0.1 -0.174
C -5.01707 -0.09747 -3.12759 0.1 0.1 0.3 -0.188
C -4.11004 0.55470 -4.15754 0.1 0.0 -0.2 -0.230
O -4.93030 1.44416 -4.92153 -0.1 -0.2 0.2 -0.137
C -6.30861 1.18602 -4.62675 0.0 0.2 0.0 -0.203
H -7.21213 -0.19788 -3.19434 0.0 0.0 0.0 0.113
H -6.37813 -0.96608 -4.55124 0.0 0.0 0.0 0.116
H -5.09097 0.53593 -2.23861 0.0 0.0 0.0 0.114
H -4.66683 -1.08219 -2.81577 0.0 0.0 0.0 0.100
H -3.68663 -0.18903 -4.84235 0.1 0.0 0.1 0.113
H -3.29003 1.11381 -3.70276 0.0 0.0 -0.1 0.106
H -6.68675 2.01602 -4.02018 -0.1 0.0 0.0 0.117
H -6.87925 1.14737 -5.55543 0.1 0.0 0.0 0.118
```
Positions in Å, forces in eV/Å.

Results
Multiplicity   1
Total charge   +1
HOMO energy   -10.6 eV

=====

[2]
ORCA calculation (ωB97M-V with the def2-TZVPD basis set) on a cluster of 5 separate species, C20H42N7O5 in total.

```
74
Properties=species:S:1:pos:R:3:forces:R:3:lowdin_charge:R:1
C -1.35452 5.44836 0.93733 -0.1 -0.1 0.0 -0.100
C -2.09960 4.86493 2.13585 -0.1 0.1 -0.4 -0.258
C -3.42087 4.21456 1.70547 0.0 0.2 0.1 -0.180
C -4.02837 3.27206 2.74172 -0.2 0.4 0.1 -0.139
O -3.99943 1.88158 2.32207 0.2 -0.1 -0.1 -0.005
C -2.78052 1.37307 2.14523 -0.1 0.1 0.1 -0.320
C -1.89698 1.19770 3.24012 -0.4 0.2 0.1 0.126
C -0.67562 0.64052 3.03087 0.2 -0.1 -0.3 -0.251
N 0.33191 0.40104 3.99782 -0.2 0.2 0.2 0.106
C -0.39698 0.26475 1.70912 0.6 -0.2 0.0 0.037
N -1.27814 0.48253 0.76135 0.1 -0.2 0.2 0.099
N -2.47226 1.02859 0.91358 0.0 0.0 -0.1 0.217
H -0.95878 4.65579 0.29894 0.0 0.0 0.0 0.061
H -0.52363 6.08505 1.23647 0.0 0.0 0.0 0.076
H -2.03354 6.04001 0.32045 0.0 0.1 0.0 0.083
H -1.46410 4.14013 2.65709 0.0 0.1 0.1 0.094
H -2.33599 5.68599 2.81623 0.1 -0.2 0.3 0.114
H -4.14084 5.01718 1.53330 0.0 0.0 -0.1 0.123
H -3.30924 3.71059 0.74182 0.0 -0.1 0.1 0.117
H -5.07944 3.48765 2.90891 0.0 -0.2 -0.1 0.131
H -3.52898 3.38864 3.70882 0.1 -0.2 0.0 0.120
H -2.21437 1.49476 4.23166 -0.1 0.0 0.0 0.149
H -0.04900 -0.11881 4.78235 0.1 0.0 0.0 0.098
H 0.66018 1.28733 4.37077 0.2 -0.1 0.0 0.102
H 0.53760 -0.21759 1.44320 -0.1 0.0 -0.2 0.138
H -1.03953 0.19321 -0.18582 0.0 0.0 0.0 0.162
C 2.42853 -4.05661 4.32787 0.0 0.0 0.0 -0.347
O 2.84417 -3.57436 3.29458 0.0 0.0 0.0 0.020
N 1.15188 -3.92214 4.75357 0.0 0.0 0.1 -0.201
C 0.67508 -4.49366 5.99541 0.0 0.0 -0.1 -0.057
C 0.25110 -3.16870 3.90409 0.0 -0.1 0.0 -0.056
H 3.06004 -4.64383 5.01400 0.0 0.0 0.0 0.136
H -0.13338 -5.20407 5.81283 0.0 0.0 0.0 0.091
H 0.30824 -3.71549 6.66857 0.0 0.0 0.0 0.086
H 1.49117 -5.01809 6.48762 0.0 0.0 0.0 0.086
H 0.17644 -3.63647 2.92112 0.0 0.0 0.0 0.094
H 0.63753 -2.15738 3.76476 0.0 0.0 -0.1 0.060
H -0.73590 -3.13379 4.36348 0.0 0.0 0.0 0.086
C 2.92017 4.83607 0.66522 0.0 0.0 0.0 -0.345
O 2.31829 5.22747 -0.31276 0.0 0.0 0.0 0.021
N 2.79448 3.58621 1.16825 0.0 0.0 0.1 -0.195
C 3.50496 3.14121 2.34734 0.0 0.0 -0.1 -0.053
C 1.90484 2.67874 0.47198 0.1 0.0 0.0 -0.045
H 3.61754 5.47039 1.23629 0.0 0.0 0.0 0.137
H 4.15218 2.29294 2.11825 0.0 0.0 0.0 0.095
H 2.80642 2.84027 3.13346 0.0 0.0 0.0 0.076
H 4.12000 3.95399 2.72760 0.0 0.0 0.0 0.087
H 2.23814 2.52803 -0.55486 -0.1 0.0 0.0 0.100
H 0.89262 3.09222 0.44086 0.0 0.0 0.0 0.072
H 1.90384 1.71949 0.98657 0.1 0.0 0.0 0.069
C 0.93520 -0.98153 -2.02736 -0.4 0.3 -0.2 -0.324
O 1.12514 -0.99880 -0.81329 -0.1 0.2 0.2 -0.030
N -0.04183 -1.67727 -2.62643 0.2 0.1 0.1 -0.182
C -0.36419 -1.54019 -4.03676 0.0 -0.2 0.0 -0.039
C -0.79907 -2.57534 -1.78417 -0.3 -0.2 0.3 -0.038
H 1.50657 -0.33614 -2.70970 0.1 -0.1 0.0 0.145
H -1.39217 -1.19221 -4.15746 0.0 0.0 0.0 0.094
H -0.23924 -2.49289 -4.54780 0.1 0.0 0.0 0.069
H 0.31194 -0.82243 -4.49407 0.0 0.0 0.0 0.089
H -1.22067 -2.03289 -0.93319 0.0 0.0 0.0 0.069
H -0.17197 -3.36465 -1.36999 0.1 0.0 -0.1 0.103
H -1.62353 -3.03231 -2.32523 0.1 0.1 -0.2 0.095
C 1.54256 -2.79471 -7.32539 0.2 0.0 0.0 -0.346
O 1.75194 -2.83970 -6.12553 -0.2 0.0 0.0 -0.003
N 0.62228 -3.53189 -7.97217 -0.1 0.0 0.0 -0.196
C 0.42935 -3.43580 -9.40603 0.0 0.0 0.1 -0.054
C -0.19464 -4.45956 -7.20929 0.1 0.0 0.0 -0.038
H 2.11592 -2.13530 -7.99709 0.0 0.0 0.0 0.135
H -0.58994 -3.12266 -9.63858 0.0 0.0 0.0 0.091
H 0.61597 -4.39800 -9.88552 0.0 0.0 0.0 0.092
H 1.12064 -2.70336 -9.81713 0.0 0.0 0.0 0.084
H -0.77515 -3.92961 -6.45335 0.0 0.0 0.0 0.078
H 0.43126 -5.19250 -6.70000 0.0 0.0 0.0 0.096
H -0.87375 -4.97231 -7.88530 0.0 0.0 0.0 0.088
```
Positions in Å, forces in eV/Å.

Results
Multiplicity   1
Total charge   +1
HOMO energy   -11.1 eV
ΔE to the lowest compared entry with this formula, charge and spin   0.0 kcal/mol

=====

[3]
ORCA calculation (ωB97M-V with the def2-TZVPD basis set) on a structure of composition C20H42NNdP3Se at a distorted geometry.

```
68
Properties=species:S:1:pos:R:3:forces:R:3:lowdin_charge:R:1
Nd 0.65556 -0.22461 0.99745 -5.1 -2.1 -3.1 1.346
P -1.44388 -2.05632 -0.41223 -0.4 -0.1 -0.6 0.694
P 2.13556 -1.02892 -1.36190 0.9 -0.4 -1.1 0.693
P -2.01219 0.91925 1.64397 -0.8 0.5 0.7 0.690
H 2.87758 1.92576 0.59414 -0.7 -0.6 0.0 0.092
C 2.15892 1.63725 1.38503 3.4 0.9 2.8 -0.159
C 2.45404 0.59102 2.24028 2.1 3.0 0.5 -0.184
H 3.26146 -0.14559 2.03953 -0.4 0.6 -0.1 0.110
C -2.30089 -1.45877 -1.92292 0.2 0.1 0.1 -0.245
C -0.74241 -3.64881 -0.97661 0.1 -0.1 0.0 -0.261
C -2.88057 -2.65731 0.56117 0.1 0.0 0.2 -0.253
C 3.58001 0.08574 -1.54135 0.0 0.3 0.2 -0.263
C 2.95413 -2.66933 -1.24053 -0.2 -0.1 0.3 -0.246
C 1.43439 -1.01102 -3.05315 -0.4 0.1 0.0 -0.247
C -1.45013 2.50666 2.37917 0.3 0.0 -0.1 -0.269
C -2.69884 0.06595 3.12513 0.2 -0.2 -0.1 -0.256
C -3.52229 1.47256 0.74914 0.2 -0.3 -0.5 -0.239
H 1.43669 2.42923 1.65936 0.0 -0.6 -0.1 0.087
H 1.97396 0.46558 3.24559 -0.1 0.0 -0.9 0.115
H -2.88337 -2.27350 -2.37737 0.1 0.3 0.1 0.075
H -1.55971 -1.08569 -2.64119 -0.2 -0.1 0.1 0.031
H -2.97056 -0.63033 -1.65436 0.1 -0.2 -0.1 0.044
H -1.53960 -4.28405 -1.38716 0.2 0.1 0.1 0.073
H -0.26448 -4.17784 -0.14192 -0.1 0.0 -0.2 0.027
H 0.01473 -3.48579 -1.75193 -0.2 -0.1 0.1 0.025
H -3.35507 -3.50108 0.04012 0.1 0.3 0.1 0.075
H -3.61811 -1.85632 0.68922 0.1 -0.2 0.0 0.041
H -2.55712 -2.99371 1.55367 -0.2 0.1 -0.2 0.014
H 4.24432 -0.27107 -2.34634 -0.3 0.1 0.3 0.080
H 4.14087 0.11843 -0.59441 0.0 -0.1 -0.3 0.046
H 3.24233 1.10932 -1.77094 0.1 -0.3 -0.1 0.050
H 3.55666 -2.88507 -2.13650 -0.2 0.2 0.3 0.079
H 2.20364 -3.46186 -1.10857 0.3 0.2 -0.1 0.031
H 3.61321 -2.67919 -0.36021 -0.1 0.0 -0.3 0.055
H 2.24154 -1.06284 -3.79784 -0.2 0.0 0.3 0.077
H 0.87281 -0.07767 -3.19787 0.2 -0.2 0.0 0.024
H 0.74719 -1.85305 -3.21206 0.2 0.2 0.1 0.042
H -2.31973 3.15782 2.53913 0.4 -0.1 0.1 0.070
H -0.75317 2.99951 1.68691 -0.3 0.2 0.2 0.027
H -0.93528 2.32784 3.33280 -0.1 0.1 -0.1 0.058
H -3.46551 0.68408 3.60851 0.2 -0.1 -0.1 0.077
H -1.88920 -0.12910 3.84152 -0.2 0.1 0.0 0.045
H -3.13234 -0.90228 2.84679 0.0 0.3 0.1 0.030
H -3.98469 2.31095 1.29528 0.2 -0.4 -0.1 0.072
H -4.24184 0.64728 0.64662 0.2 0.3 0.1 0.056
H -3.23801 1.81525 -0.25495 -0.2 0.0 0.2 0.013
C 0.29244 4.21481 -2.11433 0.6 1.0 0.1 -0.615
C 1.53050 4.34683 -1.44297 -1.0 -0.2 -0.5 -0.140
C 2.18620 5.57383 -1.46089 0.2 0.1 0.1 -0.076
C 1.67422 6.64677 -2.18586 -0.8 -0.1 -0.1 -0.041
C 0.43942 6.50907 -2.84192 0.3 -0.1 0.2 -0.042
C -0.26949 5.31093 -2.78192 0.1 -0.3 0.0 -0.121
Se -0.75453 2.62313 -2.05176 -0.1 -0.6 0.0 0.795
H -1.05121 2.46877 -3.50736 0.3 0.0 0.5 -0.092
H 1.95438 3.48297 -0.93400 0.0 0.2 0.0 0.055
H 3.10483 5.70566 -0.89136 -0.1 -0.1 -0.2 0.115
H 2.17924 7.61213 -2.22344 0.0 -0.4 0.1 0.124
H 0.02338 7.35036 -3.38206 0.0 0.0 0.0 0.121
H -1.25762 5.19244 -3.25021 0.6 0.3 0.2 0.111
C 0.32005 -5.61662 2.75895 0.5 -0.2 -0.3 -0.038
C -0.48484 -4.35657 3.12525 -0.7 -1.0 0.6 -0.177
C 0.02920 -3.17245 2.53503 1.4 2.6 -0.6 -0.117
N 0.50164 -2.17665 2.12787 -1.0 -3.2 1.5 0.007
H 0.35101 -5.76434 1.67261 0.0 0.0 0.3 0.082
H -0.14098 -6.50215 3.20159 0.0 0.3 0.0 0.106
H 1.34674 -5.53317 3.13699 -0.3 -0.1 -0.1 0.101
H -1.54222 -4.47308 2.83496 0.3 0.1 0.0 0.139
H -0.47296 -4.20107 4.21663 0.0 0.1 -0.2 0.162
```
Positions in Å, forces in eV/Å.

Results
Multiplicity   4
Total charge   +3
HOMO energy (spin up / spin down)   -15.6 / -15.6 eV
ΔE to the lowest compared entry with this formula, charge and spin   19.7 kcal/mol